Record 1
# C23H29Cl2N3S2Sr

C23H29Cl2N3S2Sr as an isolated structure (ωB97M-V/def2-TZVPD, the Open Molecules 2025 dataset).

Geometry as XYZ:
```
60
Properties=species:S:1:pos:R:3
Sr 0.017 -0.644 0.092
N -0.932 -1.413 2.544
C 0.244 -1.987 3.191
C 1.219 -0.870 3.536
N 1.613 -0.199 2.307
H -1.523 -0.932 3.209
H -1.474 -2.094 2.007
H 0.725 -2.658 2.475
H 0.016 -2.582 4.087
H 2.060 -1.281 4.113
H 0.704 -0.146 4.180
H 2.190 -0.817 1.722
H 2.147 0.644 2.475
C 1.671 2.517 -0.136
C 2.596 1.626 -0.922
C 3.454 2.157 -1.848
C 4.232 1.300 -2.658
C 4.130 -0.103 -2.459
C 4.876 -1.020 -3.222
C 4.785 -2.384 -2.978
C 3.965 -2.849 -1.965
C 3.199 -1.977 -1.171
S 2.247 -2.687 0.148
C 3.242 -0.588 -1.437
N 2.451 0.285 -0.694
H 2.023 3.551 -0.126
H 1.567 2.172 0.895
H 0.668 2.520 -0.577
H 3.501 3.235 -1.964
H 4.904 1.685 -3.417
H 5.527 -0.634 -4.002
H 5.359 -3.089 -3.573
H 3.902 -3.911 -1.758
Cl -1.254 1.859 2.140
C -1.476 3.283 1.154
C -1.302 4.499 1.790
C -1.472 5.681 1.087
C -1.823 5.612 -0.252
C -1.990 4.383 -0.865
Cl -2.438 4.410 -2.550
C -1.814 3.142 -0.212
S -2.015 1.626 -1.007
H -1.027 4.505 2.836
H -1.329 6.637 1.572
H -1.967 6.510 -0.837
C -3.957 -3.973 -0.209
C -3.411 -2.545 -0.376
C -4.080 -1.645 0.670
C -3.810 -2.038 -1.772
C -1.896 -2.512 -0.235
H -5.054 -3.996 -0.258
H -3.648 -4.388 0.754
H -3.562 -4.623 -0.993
H -5.174 -1.651 0.571
H -3.730 -0.616 0.567
H -3.837 -1.991 1.680
H -4.899 -2.069 -1.913
H -3.346 -2.657 -2.545
H -3.482 -1.007 -1.917
H -1.512 -3.259 -0.959
```

As for the LUMO energy (alpha / beta): 4.380 / 4.379 eV. The calculation puts the HOMO-LUMO gap (alpha / beta) at 5.24 / 3.24 eV. The calculated total energy is -2805.6108 hartree. For the HOMO energy (alpha / beta), the calculation gives -0.86 / 1.14 eV. The maximum force is 0.4 eV/Å. Its charge is -2.

Which charges does Mulliken predict for the atoms? In e, they are: 1.179, -0.254, -0.439, -0.762, -0.125, 0.161, 0.153, 0.190, 0.384, 0.386, 0.323, 0.022, 0.185, -0.695, 0.396, -0.588, -1.290, 1.048, -0.670, -0.487, -0.777, 0.960, -0.595, -1.072, 0.308, 0.418, -0.036, -0.078, 0.349, 0.275, 0.262, 0.307, 0.343, -0.079, 0.534, -0.697, -0.372, -0.763, 0.580, -0.254, -0.632, -0.187, 0.366, 0.338, 0.369, -1.868, 2.904, -1.671, -1.683, -1.890, 0.408, 0.379, 0.392, 0.459, 0.209, 0.325, 0.390, 0.381, 0.238, 0.045

***

Record 2
# C23H29Cl4F6NO20

A 9-piece molecular cluster, C23H29Cl4F6NO20 overall at a distorted geometry (ωB97M-V/def2-TZVPD, the Open Molecules 2025 dataset).

Geometry as XYZ:
```
83
Properties=species:S:1:pos:R:3
O 1.021 2.408 -2.376
C 0.711 2.233 -3.550
O 1.548 1.647 -4.372
C 0.824 1.324 -5.506
C -0.368 2.170 -5.533
F -1.357 1.349 -5.906
O -0.469 2.484 -4.127
H 1.364 1.488 -6.439
H 0.655 0.258 -5.655
H -0.311 3.023 -6.210
O 0.708 -1.524 -2.167
C 0.379 -2.539 -2.847
O -0.151 -2.501 -4.090
C -0.429 -3.785 -4.488
C 0.329 -4.666 -3.544
F 1.274 -5.283 -4.154
O 0.832 -3.784 -2.582
H -1.494 -3.995 -4.393
H -0.086 -4.047 -5.489
H -0.319 -5.383 -3.041
O 5.876 -0.491 0.322
C 5.122 -0.615 -0.667
O 4.352 0.295 -1.140
C 3.661 -0.165 -2.281
C 3.977 -1.625 -2.278
F 4.629 -1.972 -3.408
O 4.974 -1.818 -1.325
H 2.625 0.110 -2.080
H 3.781 0.465 -3.162
H 3.183 -2.340 -2.064
O -4.672 4.423 3.424
C -3.891 3.446 3.476
O -4.128 2.207 3.060
C -3.206 1.264 3.504
C -2.006 2.249 3.763
F -1.319 2.221 2.617
O -2.683 3.444 4.042
H -3.517 0.674 4.366
H -3.001 0.511 2.743
H -1.436 2.158 4.687
O -0.427 -4.304 6.600
C -0.700 -4.163 5.390
O -0.249 -4.771 4.298
C -0.576 -4.068 3.104
C -1.974 -3.762 3.690
F -2.856 -4.801 3.789
O -1.687 -3.408 4.962
H 0.023 -3.165 2.985
H -0.680 -4.694 2.217
H -2.370 -2.906 3.143
O -2.085 2.662 -0.373
C -1.633 3.734 0.060
O -2.342 4.770 0.360
C -1.558 5.679 1.147
C -0.333 5.462 0.264
F 0.748 5.943 0.830
O -0.357 4.086 0.094
H -1.870 6.722 1.100
H -1.385 5.333 2.165
H -0.451 5.966 -0.695
C 0.438 0.349 0.640
N -0.695 -0.479 1.108
O -1.256 -1.071 0.264
O -0.841 -0.666 2.309
H 0.205 0.754 -0.344
H 1.215 -0.404 0.505
H 0.545 1.160 1.361
Cl 6.880 1.939 3.598
C 5.198 2.377 3.617
C 4.293 1.620 2.733
Cl 2.815 2.521 2.581
H 5.263 3.433 3.356
H 4.800 2.249 4.623
H 3.966 0.625 3.038
H 4.731 1.466 1.747
Cl -4.381 -1.877 1.057
C -4.559 -2.230 -0.707
C -3.397 -3.076 -1.179
Cl -3.723 -3.750 -2.754
H -4.634 -1.294 -1.260
H -5.468 -2.831 -0.752
H -3.155 -3.920 -0.534
H -2.462 -2.524 -1.267
```

As for the LUMO energy: -0.118 eV. The calculation puts the HOMO-LUMO gap at 10.38 eV. The calculated total energy is -4893.2000 hartree. For the HOMO energy, the calculation gives -10.50 eV. The maximum force is 6.3 eV/Å. Its SMILES is O=C1OC[C@@H](F)O1.O=C1OC[C@@H](F)O1.O=C1OC[C@@H](F)O1.O=C1OC[C@@H](F)O1.O=C1OC[C@@H](F)O1.O=C1OC[C@@H](F)O1.C[N+](=O)[O-].ClCCCl.ClCCCl. Its charge is 0.

Which charges does Mulliken predict for the atoms? In e, they are: -0.490, 0.639, -0.275, -0.426, 0.366, -0.272, -0.277, 0.315, 0.185, 0.256, -0.480, 0.594, -0.237, -0.393, 0.360, -0.297, -0.311, 0.134, 0.321, 0.263, -0.596, 0.595, -0.303, 0.183, 0.738, -0.339, -0.359, -0.291, 0.194, 0.174, -0.602, 0.727, -0.328, 0.165, 0.171, -0.130, -0.378, 0.232, -0.188, 0.308, -0.586, 0.675, -0.397, -0.209, 0.679, -0.311, -0.364, 0.159, 0.331, 0.016, -0.612, 0.746, -0.322, -0.410, 0.219, -0.285, -0.141, 0.335, 0.216, 0.278, -0.227, 1.089, -0.462, -0.654, 0.027, 0.391, -0.165, -0.198, -0.462, -0.151, -0.165, 0.270, 0.314, 0.291, 0.091, -0.163, -0.536, 0.139, -0.237, 0.347, 0.376, 0.280, -0.159

***

Record 3
# C23H29Cl5LaNO2P2

C23H29Cl5LaNO2P2 as an isolated structure at a distorted geometry (ωB97M-V/def2-TZVPD, the Open Molecules 2025 dataset).

Geometry as XYZ:
```
63
Properties=species:S:1:pos:R:3
C -0.514 3.717 -2.150
C -0.565 2.371 -1.760
N 0.329 1.890 -0.815
C 1.231 2.745 -0.266
C 1.245 4.097 -0.574
C 0.363 4.591 -1.532
C -1.533 1.469 -2.360
P -2.072 -0.018 -1.521
La -0.087 -0.221 0.510
P 2.673 0.416 0.684
C 2.212 2.223 0.779
C 0.380 -2.754 -0.613
C -0.717 -3.193 0.153
C -0.731 -4.515 0.641
C 0.345 -5.369 0.385
C 1.470 -4.894 -0.304
C 1.500 -3.583 -0.781
O -0.432 0.469 -4.616
O 0.676 -1.351 -3.420
H -1.207 4.048 -2.925
H 1.954 4.739 -0.055
H 0.362 5.647 -1.788
C -3.604 0.585 -0.723
C -2.721 -1.155 -2.786
H 3.166 2.764 0.676
H 1.822 2.442 1.791
H -0.828 0.935 -3.806
H -2.347 1.982 -2.892
C 3.263 0.118 2.390
C 4.237 0.511 -0.237
H -1.589 -2.533 0.331
H -1.592 -4.872 1.212
H 0.311 -6.407 0.726
H 2.318 -5.558 -0.477
H 2.384 -3.187 -1.290
H 0.494 -1.292 -2.403
H 0.494 -2.253 -3.737
H 0.212 -0.575 -4.014
H 0.197 1.100 -5.000
H 0.361 -1.762 -1.218
H -4.332 0.836 -1.508
H -4.008 -0.207 -0.079
H -3.398 1.471 -0.105
H -3.570 -0.689 -3.305
H -1.967 -1.455 -3.528
H -3.074 -2.062 -2.275
H 5.013 1.015 0.358
H 4.567 -0.512 -0.471
H 4.086 1.053 -1.180
H 4.197 0.671 2.568
H 2.508 0.408 3.133
H 3.451 -0.959 2.501
Cl 0.202 -1.999 3.413
C -0.737 -0.583 3.841
C -0.931 0.349 2.837
C -1.612 1.531 3.074
Cl -1.759 2.638 1.731
C -2.148 1.803 4.349
Cl -2.975 3.271 4.636
C -1.986 0.836 5.383
Cl -2.652 1.126 6.925
C -1.272 -0.369 5.129
Cl -1.060 -1.539 6.357
```

As for the LUMO energy (alpha / beta): -0.048 / 0.270 eV. The calculation puts the HOMO-LUMO gap (alpha / beta) at 3.99 / 4.29 eV. The calculated total energy is -4114.1347 hartree. For the HOMO energy (alpha / beta), the calculation gives -4.04 / -4.02 eV. The maximum force is 1.8 eV/Å. Its charge is 0.

Which charges does Mulliken predict for the atoms? In e, they are: -1.044, 0.726, 0.481, 0.927, -0.846, -0.582, -1.713, 1.328, 0.394, 0.987, -1.551, 1.975, -0.431, -0.724, -0.505, -0.461, -0.412, -0.706, -0.163, 0.440, 0.449, 0.403, -1.291, -1.292, 0.563, 0.333, 0.272, 0.317, -1.250, -1.407, 0.335, 0.393, 0.358, 0.382, 0.371, -0.721, 0.364, 0.377, 0.339, -0.959, 0.425, 0.366, 0.282, 0.425, 0.257, 0.378, 0.409, 0.375, 0.359, 0.411, 0.305, 0.344, -0.176, 0.680, -1.762, 0.779, -0.148, 0.023, -0.198, 0.399, -0.190, 0.005, -0.203

***

Record 4
# C23H29Cl5OTi

C23H29Cl5OTi as an isolated structure (ωB97M-V/def2-TZVPD, the Open Molecules 2025 dataset).

Geometry as XYZ:
```
59
Properties=species:S:1:pos:R:3
Ti -0.688 0.044 -0.977
C -0.673 1.092 1.052
C 0.510 0.300 1.083
C 0.075 -1.071 1.060
C -1.350 -1.052 0.991
C -1.826 0.276 1.002
C -3.261 0.742 1.099
C -4.214 -0.320 0.553
C -3.590 0.993 2.578
C -3.453 2.042 0.316
C 0.823 -2.402 1.264
C -0.176 -3.521 1.602
C 1.764 -2.313 2.471
C 1.596 -2.891 0.033
C 1.878 0.987 1.144
C 1.793 2.374 0.483
C 2.988 0.238 0.405
C 2.279 1.227 2.608
H -0.682 2.171 1.049
H -1.977 -1.927 1.000
H -4.162 -1.244 1.130
H -3.992 -0.560 -0.491
H -5.244 0.040 0.601
H -3.460 0.084 3.167
H -4.624 1.327 2.688
H -2.939 1.762 2.995
H -3.211 1.923 -0.744
H -2.830 2.845 0.712
H -4.492 2.372 0.387
H -0.766 -3.285 2.487
H 0.374 -4.443 1.798
H -0.858 -3.721 0.775
H 1.237 -1.929 3.346
H 2.628 -1.681 2.297
H 2.136 -3.311 2.712
H 0.908 -3.214 -0.749
H 2.200 -3.760 0.302
H 2.257 -2.141 -0.393
H 1.413 2.321 -0.542
H 2.791 2.814 0.446
H 1.158 3.063 1.039
H 2.723 0.074 -0.645
H 3.226 -0.728 0.839
H 3.901 0.836 0.422
H 1.504 1.798 3.123
H 3.206 1.802 2.651
H 2.431 0.304 3.158
Cl 3.110 0.434 -6.650
C 1.873 0.638 -5.472
C 1.492 -0.430 -4.672
Cl 2.250 -1.963 -4.839
C 0.482 -0.249 -3.731
Cl 0.009 -1.609 -2.713
C -0.169 0.978 -3.534
O -1.095 1.161 -2.637
C 0.251 2.051 -4.358
Cl -0.505 3.571 -4.124
C 1.245 1.878 -5.307
Cl 1.726 3.202 -6.291
```

As for the LUMO energy (alpha / beta): 0.285 / 0.066 eV. The spin multiplicity is 3. The calculation puts the HOMO-LUMO gap (alpha / beta) at 7.51 / 8.62 eV. The calculated total energy is -4119.5204 hartree. For the HOMO energy (alpha / beta), the calculation gives -7.22 / -8.56 eV. The maximum force is 0.6 eV/Å. Its charge is 0.

Which charges does Mulliken predict for the atoms? In e, they are: 0.956, -0.849, -0.015, 0.398, -0.111, -0.038, 2.134, -1.779, -1.783, -1.622, 2.191, -2.299, -1.747, -1.672, 2.236, -1.981, -1.718, -1.771, 0.123, 0.377, 0.329, 0.296, 0.439, 0.342, 0.469, 0.329, 0.285, 0.323, 0.432, 0.412, 0.468, 0.407, 0.311, 0.253, 0.509, 0.280, 0.488, 0.129, 0.276, 0.473, 0.398, 0.125, 0.257, 0.546, 0.343, 0.483, 0.218, -0.194, 0.423, -0.293, -0.187, 0.851, -0.301, -0.341, -0.743, 0.486, -0.171, -0.005, -0.175